*P*
Computed, not measured: a 2-piece molecular cluster, C4H15N2O overall, with wB97M-V/def2-TZVPD.

XYZ file:
```
22
C4H15N2O wB97M-V/def2-TZVPD
O 0.16 -2.67 1.51
N 1.01 1.47 0.18
N -0.33 -0.54 -0.72
C 1.60 0.87 1.40
C -0.58 -0.65 -2.26
C -0.47 1.71 -0.06
C -1.24 0.34 -0.06
H -0.68 0.39 -2.74
H 2.74 0.73 1.43
H -1.02 2.33 0.73
H -0.70 2.18 -1.13
H 1.49 2.33 -0.08
H -0.24 -1.41 -0.36
H -1.31 0.10 1.03
H 0.63 -3.53 1.65
H -1.50 -1.25 -2.48
H 0.67 -0.07 -0.70
H -2.20 0.25 -0.54
H 0.20 -1.32 -2.47
H 1.20 -0.20 1.66
H 1.37 1.50 2.22
H -0.82 -2.56 1.79
```

Values from the calculation:
- HOMO (eV) = -13.37
- total charge = +1
- molar mass (g/mol) = 107.18
- Kohn-Sham gap (eV) = 10.5

***

*Q*
Computed, not measured: a 2-piece molecular cluster, C4H15N2O overall, with wB97M-V/def2-TZVPD.

XYZ file:
```
22
C4H15N2O wB97M-V/def2-TZVPD
O 0.68 -0.81 3.81
N 0.02 -2.16 -0.44
N -0.81 -0.60 -2.25
C -0.52 1.64 -0.82
C 0.02 2.06 0.57
C 0.21 -0.78 -0.01
C 0.03 0.24 -1.19
H -0.16 2.28 -1.62
H 0.94 0.40 -1.78
H 0.32 3.12 0.59
H -0.22 -0.48 -3.07
H -0.52 -0.46 0.75
H -1.75 -0.28 -2.49
H -1.61 1.50 -0.83
H -0.84 -1.54 -1.75
H 1.25 -0.08 4.07
H 0.98 1.56 0.70
H 1.10 -1.53 4.32
H 1.24 -0.57 0.29
H -0.71 1.79 1.32
H 0.91 -2.64 -0.41
H -0.54 -2.66 0.25
```

Values from the calculation:
- HOMO (eV) = -14.34
- total charge = +1
- molar mass (g/mol) = 107.18
- Kohn-Sham gap (eV) = 11.3

***

*R*
Computed, not measured: a 2-piece molecular cluster, C4H15N2O overall, with wB97M-V/def2-TZVPD.

XYZ file:
```
22
C4H15N2O wB97M-V/def2-TZVPD
O 1.10 -2.51 0.88
N -1.36 0.22 1.60
N -0.70 -0.66 -0.95
C 0.04 0.66 -1.15
C 1.25 0.44 -2.03
C 0.39 1.21 0.22
C -0.81 1.50 1.07
H -0.06 -1.27 -0.44
H -0.85 -1.06 -1.87
H 2.16 0.30 -1.46
H 1.24 -2.59 1.84
H 0.96 2.12 0.05
H -1.62 1.97 0.53
H 1.39 1.29 -2.69
H -1.91 0.32 2.43
H -0.61 -0.45 1.71
H -0.60 2.17 1.90
H 1.14 -3.43 0.59
H -1.53 -0.55 -0.36
H -0.67 1.36 -1.57
H 1.10 0.59 0.76
H 1.14 -0.42 -2.71
```

Values from the calculation:
- HOMO (eV) = -13.41
- total charge = +1
- molar mass (g/mol) = 107.18
- Kohn-Sham gap (eV) = 10.5

***

Consider the structures shown above. The least stable of them is *P*.